[1]
ORCA calculation (ωB97M-V/def2-TZVPD) on a 2-piece molecular cluster, C5H6O2 overall.

Properties
HOMO energy (alpha / beta) in eV: -9.46 / -9.46
SMILES string: C=C=C=CC=O.O
LUMO energy (alpha / beta) in eV: -0.72 / -0.72

Geometry as ORCA input:
```
! wB97M-V def2-TZVPD RIJCOSX def2/J DEFGRID3
* xyz 0 1
C -0.91 2.00 0.31
C 0.31 1.54 0.49
C 1.04 0.54 0.19
C 1.44 -0.63 -0.29
C 1.23 -1.86 0.50
O 1.47 -2.97 0.09
H -1.71 1.81 1.02
H -1.17 2.59 -0.57
H 1.85 -0.73 -1.29
H 0.80 -1.69 1.51
O -1.61 0.01 -0.96
H -2.06 -0.36 -0.19
H -0.68 -0.26 -0.84
*
```

natural (NBO) population analysis, charges in e, atoms 1 to 5: -0.22, -0.10, 0.06, -0.43, 0.39

=====

[2]
ORCA calculation (ωB97M-V/def2-TZVPD) on C5H6O2 as an isolated structure in a non-equilibrium geometry.

Properties
HOMO energy in eV: -9.07
LUMO energy in eV: 0.59

Geometry as ORCA input:
```
! wB97M-V def2-TZVPD RIJCOSX def2/J DEFGRID3
* xyz 0 1
O 2.22 -0.85 1.07
C 0.25 -0.38 0.67
C 0.10 1.09 0.26
O 0.63 0.79 -1.06
C -0.01 -0.49 -0.84
C -1.49 -0.13 -0.70
C -1.42 0.97 0.07
H 2.34 -1.50 0.36
H 1.10 -1.01 1.41
H 0.54 1.94 0.78
H 0.29 -1.31 -1.50
H -2.36 -0.68 -1.06
H -2.21 1.56 0.53
*
```

natural (NBO) population analysis, charges in e, atoms 1 to 5: -0.89, 0.02, -0.05, -0.49, -0.05

=====

[3]
ORCA calculation (ωB97M-V/def2-TZVPD) on a single C5H6O2 molecule in a non-equilibrium geometry.

Properties
HOMO energy in eV: -9.67
SMILES string: O=C1CCC(=O)C1
LUMO energy in eV: 0.53

Geometry as ORCA input:
```
! wB97M-V def2-TZVPD RIJCOSX def2/J DEFGRID3
* xyz 0 1
O 0.60 -2.37 -0.55
C 0.33 -1.21 -0.34
C -1.09 -0.65 -0.15
C -0.92 0.81 0.31
C 0.58 1.06 0.39
O 1.02 1.98 1.03
C 1.35 -0.08 -0.22
H -1.65 -1.32 0.51
H -1.58 -0.72 -1.14
H -1.13 1.15 1.33
H -1.44 1.52 -0.34
H 2.22 -0.36 0.39
H 1.71 0.19 -1.22
*
```

natural (NBO) population analysis, charges in e, atoms 1 to 5: -0.51, 0.61, -0.53, -0.54, 0.61

=====

It is found that the molar mass values, taken in the order of the records, are 98.10 98.10 98.10 u.
It is found that the energy relative to the best compared isomer or geometry (same formula, charge and spin) values, taken in the order of the records, are 377.2 612.2 24.6 kJ/mol.